{"formula": "C38H48BrN6O3S2Sn", "method": "the ωB97M-V functional and the def2-TZVPD basis", "homo_lumo_gap_ev": 5.4, "total_charge": -1, "e_homo_ev": -2.9, "symbols": ["C", "C", "H", "H", "C", "H", "H", "C", "H", "H", "H", "H", "C", "O", "C", "H", "N", "C", "C", "H", "N", "C", "C", "C", "Br", "H", "H", "C", "C", "H", "C", "C", "H", "C", "H", "C", "C", "C", "C", "H", "H", "C", "H", "H", "H", "H", "N", "C", "C", "C", "Sn", "H", "H", "H", "H", "C", "H", "H", "S", "H", "H", "H", "C", "N", "H", "H", "N", "H", "H", "C", "C", "C", "H", "C", "H", "H", "C", "H", "H", "H", "H", "H", "C", "C", "N", "H", "C", "C", "C", "H", "C", "H", "S", "H", "H", "O", "H", "O", "C"], "coordinates": [[-3.141, 3.117, 1.200], [-0.227, 1.689, -1.917], [1.408, 1.777, 0.551], [-2.994, 5.295, -4.264], [-3.882, -2.761, -1.670], [-1.525, 2.555, -7.902], [-4.658, -2.023, -1.860], [0.261, 2.354, -6.739], [-2.457, -4.873, -1.029], [-0.952, 3.428, -2.563], [-0.772, 0.119, 6.434], [-3.401, 2.622, 2.132], [0.834, 2.100, -5.497], [2.646, 0.146, 0.119], [-1.382, -0.334, 5.667], [-1.364, -2.307, 6.502], [3.386, -1.073, 3.709], [-2.180, 2.520, 0.376], [0.954, -2.335, -2.756], [-0.692, -0.962, -2.828], [1.282, 0.042, 3.446], [-3.509, 4.951, -0.307], [1.982, -0.630, -0.793], [-2.501, -2.218, 4.679], [-1.414, 2.249, 4.502], [-0.861, -4.842, -0.257], [2.584, 2.028, -0.766], [-1.817, -2.926, -0.285], [2.138, -2.654, -2.106], [-2.647, -4.176, 5.555], [-1.385, 1.844, -4.602], [2.410, 1.542, 0.202], [-2.027, 1.616, -3.762], [-1.938, 2.079, -5.847], [4.992, -2.441, 1.783], [-1.922, 3.200, -0.811], [-2.587, 4.382, -1.161], [1.269, -2.307, 3.781], [-3.781, 4.309, 0.892], [5.050, -2.177, 4.234], [-4.504, 4.741, 1.576], [2.002, -1.003, 3.605], [4.726, -4.013, 2.545], [-3.534, -1.704, 2.849], [-3.011, 2.031, -5.973], [1.435, -2.717, 4.781], [0.530, 1.683, -3.102], [0.267, -1.198, -2.381], [2.644, -1.804, -1.144], [-2.900, -2.219, -0.651], [-1.327, 0.349, 1.118], [3.597, 0.984, 3.772], [0.214, -2.106, 3.644], [-3.381, -2.991, -2.616], [2.643, 0.357, -4.526], [-1.109, 2.357, -6.923], [3.147, 1.919, 0.912], [3.565, -2.035, -0.624], [-0.623, -2.384, 0.872], [-3.812, 3.967, -3.400], [5.595, 1.234, 2.486], [-4.171, 5.655, -2.978], [4.079, -2.348, 3.761], [-0.985, 2.783, -1.786], [2.668, -3.565, -2.356], [1.252, 0.984, -3.048], [-2.588, -0.066, 3.624], [-4.365, -3.678, -1.317], [-1.070, -4.179, -1.877], [-3.381, 4.969, -3.299], [-1.544, -4.285, -0.895], [4.234, 0.104, 3.733], [0.568, -2.967, -3.545], [-1.837, 0.411, 4.597], [0.936, 2.545, -7.564], [6.011, -0.476, 2.619], [2.976, 1.400, -4.576], [3.362, -3.111, 1.856], [3.525, -3.040, 4.395], [-2.220, -4.144, 3.829], [1.792, 0.908, 3.306], [3.993, 1.420, -4.962], [-1.721, -1.678, 5.695], [4.302, -3.016, 2.400], [-0.024, 0.783, -1.010], [-3.879, -3.827, 4.323], [0.750, -0.339, -1.388], [5.180, 0.225, 2.536], [-2.919, -1.357, 3.674], [2.981, 1.841, -3.578], [-0.003, 1.876, -4.393], [1.561, -3.036, 3.026], [-3.324, -0.595, -0.076], [4.817, 0.094, 4.664], [4.628, 0.021, 1.622], [-2.289, 4.964, -2.398], [-4.007, 5.873, -0.580], [2.205, 2.157, -5.495], [-2.836, -3.679, 4.604]], "mulliken_charge": [-0.3937, -0.2694, 0.1508, 0.2647, -1.6822, 0.3734, 0.4558, -0.4627, 0.4228, 0.4246, 0.4012, 0.4145, 0.0949, -0.2606, -0.6890, 0.3367, 0.3188, -1.0213, -1.3594, 0.5332, -0.1865, -0.3355, 0.4533, 0.8218, -0.1202, 0.3435, 0.1774, 0.1137, -0.8863, 0.3883, -0.0497, -0.6685, 0.6138, -1.0801, 0.2989, 0.2359, 0.6868, -0.7224, -1.0581, 0.4231, 0.4087, 0.9469, 0.4457, 0.3744, 0.4458, 0.4711, -0.0294, -0.0507, -0.7193, 0.7952, 0.7763, 0.4109, -0.5412, 0.2723, 0.2612, -0.5374, 0.3080, 0.3873, -0.1939, 0.2683, 0.3857, 0.3283, -0.9843, 0.0845, 0.3905, 0.3073, -0.2897, 0.3002, 0.1688, -0.7878, -1.6178, -0.7886, 0.5321, 0.2769, 0.4323, 0.3863, -0.7374, 0.1460, 0.4143, 0.2399, 0.0184, 0.3585, -0.3648, -0.9481, 0.8260, 0.3835, 0.2144, -0.9303, -0.3416, 0.2867, 0.2890, 0.2677, -0.4427, 0.3185, 0.0612, -0.5762, 0.3916, -0.5332, -1.4686]}

=====

{"formula": "C38H48N10O5P2", "method": "the ωB97M-V functional and the def2-TZVPD basis", "homo_lumo_gap_ev": 7.1, "smiles": "O=C(O)N(PP(=O)(O)O)c1ccccn1.c1cc[nH]c1.c1cc[nH]c1.c1cc[nH]c1.c1cc[nH]c1.c1cc[nH]c1.c1cc[nH]c1.c1cc[nH]c1.c1cc[nH]c1", "e_homo_ev": -7.8, "symbols": ["N", "H", "N", "C", "C", "H", "H", "H", "N", "C", "C", "C", "O", "C", "C", "H", "H", "H", "C", "N", "O", "H", "C", "C", "H", "H", "C", "H", "H", "C", "C", "C", "H", "C", "H", "C", "H", "H", "N", "H", "O", "C", "C", "H", "H", "H", "H", "N", "C", "H", "C", "N", "C", "C", "H", "H", "P", "H", "H", "C", "H", "C", "C", "C", "H", "C", "H", "H", "H", "H", "C", "H", "C", "C", "O", "C", "H", "H", "O", "H", "C", "H", "H", "H", "C", "H", "P", "H", "N", "C", "C", "H", "H", "H", "H", "C", "C", "H", "H", "C", "H", "N", "N"], "coordinates": [[1.225, -3.860, -5.700], [-4.586, -2.220, -2.563], [-2.835, 2.315, 0.873], [-1.560, 2.437, 0.394], [-5.430, -1.068, 1.947], [0.527, -4.201, 3.223], [-2.314, -4.380, -2.047], [2.540, 5.876, 4.844], [-0.011, -1.141, 4.025], [-5.098, -0.833, -0.267], [-5.294, -0.352, -3.560], [-4.824, -1.632, -3.434], [0.881, 0.832, -2.106], [0.585, -2.034, -1.389], [-0.865, -3.611, -0.646], [-3.609, -2.325, 2.211], [0.594, -1.774, 3.529], [5.511, -3.176, -2.621], [-5.047, -1.213, -5.622], [-4.673, -2.148, -4.695], [4.045, -3.345, -0.125], [2.121, -4.380, -2.656], [1.752, -2.843, -6.454], [1.834, -3.281, -7.747], [1.603, 2.954, -0.111], [-0.836, 1.652, 0.534], [-1.785, 0.075, 4.553], [2.755, -1.360, -3.416], [-5.005, -1.429, -6.676], [4.382, 8.488, 5.461], [-1.275, -0.807, 3.637], [1.342, -4.614, -7.776], [4.703, 9.474, 5.174], [-1.029, -2.881, -2.962], [-1.228, -4.239, 0.161], [0.046, -2.025, -2.696], [4.364, -3.248, 4.993], [-6.829, 0.118, 0.657], [3.476, 7.793, 4.706], [4.022, 5.653, 7.094], [1.430, 0.813, 0.027], [-5.942, -0.486, 0.753], [0.975, -4.944, -6.500], [2.021, -1.900, -6.007], [0.025, 0.482, -2.390], [2.207, -2.710, -8.580], [-2.765, 0.522, 4.522], [0.169, -2.799, -0.374], [4.723, 7.705, 6.530], [-0.571, 4.053, -0.688], [3.992, 6.491, 6.418], [2.457, 5.664, 1.479], [0.301, -0.493, 5.183], [1.544, -3.915, 3.433], [1.846, -4.084, 5.590], [1.313, 4.076, 2.332], [3.703, -3.404, -1.548], [5.418, 7.972, 7.308], [-3.194, 1.522, 1.375], [-2.720, 4.296, -0.105], [3.583, 6.809, 0.073], [1.825, 4.449, 1.461], [1.324, 0.222, -0.977], [-5.436, -0.087, -4.949], [3.075, 4.718, -1.570], [-3.550, 3.439, 0.570], [1.259, -0.632, 5.653], [-1.498, -2.954, -3.934], [-3.328, -1.989, -0.255], [-1.701, -1.228, 2.743], [2.238, -3.847, 4.615], [-2.989, 5.271, -0.475], [2.760, 4.830, -0.546], [3.033, 5.903, 0.260], [4.869, -3.896, -2.523], [3.610, -3.222, 2.944], [2.151, -3.470, 1.451], [1.039, -3.806, -4.716], [2.527, -4.465, -1.784], [-0.843, 0.909, 6.408], [-0.780, 0.276, 5.539], [-5.516, 0.325, -2.752], [-4.341, -3.070, -4.909], [1.267, -5.257, -8.636], [-1.455, 3.659, -0.218], [0.560, -5.851, -6.094], [3.141, -1.354, -2.047], [4.403, -2.898, 2.295], [1.726, -1.163, -1.056], [-4.292, -1.749, 1.611], [-1.486, -3.699, -1.904], [-5.784, 0.826, -5.400], [-5.122, -0.603, -1.317], [3.059, 8.130, 3.859], [2.493, 6.282, 2.266], [3.231, 6.574, 5.285], [3.554, -3.409, 4.302], [0.436, -1.401, -3.486], [-5.850, -0.994, 2.935], [1.992, 3.906, 0.217], [-4.582, 3.534, 0.862], [2.387, -3.527, 2.428], [-4.093, -1.599, 0.264]], "mulliken_charge": [0.2194, 0.4768, 0.2324, -0.6974, -0.9089, 0.4829, 0.5028, 0.3590, 0.2491, 0.1111, -0.0974, -0.5808, -0.4658, 0.2172, -0.7587, 0.6392, 0.1591, 0.3735, -0.4847, 0.0307, -0.4927, 0.2796, -0.3796, -0.5473, 0.5748, 0.4602, -0.3462, -0.0114, 0.4077, -0.4883, -0.5253, -0.4868, 0.3679, -0.9492, 0.5373, -0.5790, 0.4168, 0.4337, 0.0280, 0.3922, -0.4813, -0.3838, -0.5098, 0.3334, 0.3715, 0.4067, 0.4515, -0.0221, -0.3892, 0.5306, -0.5012, 0.1846, -0.2787, -0.9460, 0.4459, 0.4116, 0.7358, 0.3851, 0.0899, -0.9262, 0.3839, -0.9241, -0.0991, -0.8418, 0.3825, -0.4831, 0.4730, 0.7047, 0.2365, 0.4545, -0.3031, 0.4150, -1.0079, -0.1925, -0.4771, -0.3287, 0.2020, 0.1795, -0.4883, 0.4087, -1.0086, 0.4963, 0.2160, 0.3939, -0.0520, 0.3935, -0.0959, 0.4304, 0.9287, -0.4532, -0.6365, 0.3812, -0.3936, 0.1830, 0.1583, -0.3381, -0.7232, 0.8242, 0.4584, 0.0984, 0.4122, 0.2784, 0.2934]}